C2H4N4O2 | ωB97M-V/def2-TZVPD

Properties
SMILES string: [H]/N=c1\c(N)non1O
charge: 0
highest occupied orbital energy: -9.04 eV

Element x y z (Å)
C  -0.92954  -0.57919  0.09052
C  0.33102  0.26732  0.30458
H  -2.81956  -0.19583  -0.29585
H  -1.66912  1.13234  -0.20543
H  2.53314  0.33890  -0.49654
H  0.23706  2.26364  -0.25882
N  -2.02051  0.20517  0.39492
N  -0.65861  -1.81627  -0.16960
N  1.18738  -0.67820  0.54488
N  0.80440  1.42316  -0.08490
O  0.54242  -1.91687  0.06372
O  2.46190  -0.44417  0.11252

Atomic partial charges in e from the natural (NBO) method, atoms 1 to 2: C 0.230; C 0.316

=====

C17H47Cl2N17O8PS | ωB97M-V/def2-TZVPD

Properties
charge: +1
highest occupied orbital energy: -10.66 eV

Element x y z (Å)
C  -4.67999  -0.67722  1.90303
C  -4.15605  -0.02891  0.61274
S  -2.63751  0.85463  1.09992
C  -2.10792  1.80501  -0.35260
C  -1.98869  3.35623  -0.15731
C  -1.28980  3.66807  1.15184
Cl  0.45807  3.51466  1.21511
C  -1.86667  4.00127  2.31192
C  -3.33811  4.12864  2.56021
Cl  -0.93736  4.32393  3.72038
C  -3.38115  3.96638  -0.29965
N  -3.74931  4.26312  -1.71668
C  -2.97499  5.23400  -2.21306
N  -3.43750  6.14915  -3.04490
N  -1.66303  5.26252  -1.81849
C  -1.19176  3.90849  -1.40501
P  -1.20882  2.75727  -2.85565
O  -0.07370  1.84253  -2.67341
H  -4.18083  -0.21013  2.74894
H  -5.74594  -0.53110  1.99246
H  -4.41376  -1.72358  1.94451
H  -3.90683  -0.79701  -0.10744
H  -4.88711  0.66608  0.21665
H  -1.15739  1.37306  -0.63461
H  -2.86075  1.59105  -1.09975
H  -3.52348  4.04858  3.62202
H  -3.66972  5.12566  2.28154
H  -3.92701  3.36514  2.07314
H  -3.49621  4.88175  0.27432
H  -4.10731  3.27545  0.10994
H  -4.72565  4.51144  -1.79975
H  -4.21696  5.97215  -3.65727
H  -3.00346  7.05336  -3.12200
H  -1.53100  5.91606  -1.04800
H  -0.13456  4.02252  -1.21544
H  -1.05306  3.55000  -4.01121
H  -2.46879  2.16609  -2.99152
C  -3.36986  -4.03445  -0.42290
O  -4.48337  -3.63799  -0.09154
N  -3.20399  -5.02629  -1.33832
N  -2.22990  -3.49341  0.10446
H  -2.31100  -5.38994  -1.63693
H  -4.03919  -5.42028  -1.72683
H  -2.35786  -2.76048  0.77380
H  -1.29964  -3.76617  -0.16741
C  3.33256  0.41341  -0.52403
O  4.26833  -0.28025  -0.89938
N  2.94758  0.47373  0.78144
N  2.58914  1.16648  -1.38105
H  2.18068  1.02635  1.11145
H  3.47652  -0.07093  1.44580
H  2.83633  1.14748  -2.35131
H  1.81061  1.72019  -1.08956
C  2.07521  -3.94440  -0.42960
O  1.13298  -4.69926  -0.24271
N  2.02627  -2.62493  -0.10762
N  3.25920  -4.36368  -0.97769
H  2.78944  -1.98552  -0.24338
H  1.16992  -2.28526  0.28881
H  3.33175  -5.33094  -1.22896
H  4.03660  -3.75134  -1.14179
C  4.76288  4.71885  3.32550
O  5.79962  4.95746  3.90828
N  4.66793  4.69993  1.95547
N  3.58765  4.44402  3.97790
H  3.81492  4.51105  1.46771
H  5.49962  4.88913  1.42947
H  3.60645  4.44523  4.98003
H  2.72547  4.24865  3.50849
C  -0.38948  -7.87863  -0.90036
O  -1.04711  -7.10304  -1.56958
N  0.03275  -9.08558  -1.38783
N  -0.02251  -7.60443  0.38542
H  0.57404  -9.73944  -0.85664
H  -0.22205  -9.31355  -2.32937
H  -0.31061  -6.72284  0.76507
H  0.51864  -8.22713  0.95271
C  -0.47623  -1.73159  -2.51499
O  -0.83582  -1.30008  -1.42407
N  -0.73592  -3.00896  -2.91340
N  0.20671  -0.94322  -3.39626
H  -0.44502  -3.38368  -3.79525
H  -1.22892  -3.60078  -2.26853
H  0.39694  -0.01698  -3.05390
H  0.51838  -1.23709  -4.30155
C  6.07022  -1.27081  2.86394
O  4.97160  -0.82121  3.15469
N  6.22080  -2.46505  2.21819
N  7.22654  -0.61289  3.16551
H  7.11036  -2.85224  1.96968
H  5.38627  -2.96960  1.98589
H  7.14384  0.26681  3.63946
H  8.13785  -0.96079  2.93865

Atomic partial charges in e from the Mulliken method, atoms 1 to 2: C -1.092; C -0.414

=====

C6H9N | ωB97M-V/def2-TZVPD

Properties
SMILES string: C[C@]12C[C@H]1[C@H]1N[C@H]12
charge: 0
highest occupied orbital energy: -8.24 eV

Element x y z (Å)
C  1.51063  -0.57932  0.91759
C  0.38254  -0.38882  -0.04423
C  0.58131  0.60825  -1.16674
C  -0.13549  1.03859  0.05800
C  -1.61071  0.50659  0.10746
N  -1.98348  -0.48789  -0.89366
C  -1.08184  -0.87931  0.15410
H  1.39213  -1.48775  1.53581
H  1.52036  0.53446  1.57319
H  2.49570  -0.58502  0.44388
H  1.60344  0.95945  -1.22027
H  0.12781  0.46810  -2.15160
H  0.52992  1.41198  0.97263
H  -2.41066  0.95416  0.68107
H  -1.56773  -0.40927  -1.81780
H  -1.35392  -1.66422  0.85056

Atomic partial charges in e from the natural (NBO) method, atoms 1 to 2: C -0.568; C -0.129

=====

C34H43Cl3N2O3SiW | ωB97M-V/def2-TZVPD

Properties
charge: +2
highest occupied orbital energy: -13.66 eV

Element x y z (Å)
W  -0.27117  -0.17626  0.20860
O  -0.75004  -0.30933  -1.57401
C  -1.60252  0.00004  -2.58744
C  -1.26930  -0.26573  -3.89870
C  -2.20268  0.05101  -4.87731
C  -3.42954  0.63224  -4.55404
C  -3.71887  0.91943  -3.23538
C  -2.79518  0.59919  -2.23765
C  -3.05022  0.95031  -0.86777
N  -2.33301  0.68202  0.16170
C  -2.79168  1.25262  1.43584
C  -2.31440  0.31696  2.49724
N  -0.87227  0.16376  2.24142
C  -0.09086  0.65009  3.16743
C  1.31830  0.78875  3.16511
C  1.98114  1.36807  4.26541
C  3.34387  1.51876  4.23223
C  4.05935  1.09929  3.09741
C  3.43201  0.51317  2.01339
C  2.05877  0.36244  2.07305
O  1.38974  -0.24717  1.09121
H  -0.31601  -0.70506  -4.14611
H  -1.96706  -0.16027  -5.91269
H  -4.14068  0.86928  -5.33251
H  -4.65479  1.39453  -2.96447
H  -3.95484  1.53140  -0.68954
H  -2.32739  2.23190  1.56224
H  -3.87471  1.36523  1.44958
H  -2.48958  0.71980  3.49196
H  -2.80311  -0.65087  2.43269
H  -0.59138  1.01222  4.06349
H  1.40702  1.69070  5.12683
H  3.86697  1.95381  5.07175
H  5.13380  1.23293  3.06999
H  3.97917  0.17192  1.14453
Cl  4.47688  5.30489  -1.62311
C  3.23726  4.21333  -1.13210
C  3.24894  2.91496  -1.61723
C  2.23736  2.06520  -1.21737
Cl  2.20596  0.42206  -1.76908
C  1.22584  2.47206  -0.36646
O  0.19371  1.68221  0.02585
C  1.25434  3.77119  0.12209
Cl  0.02581  4.28223  1.23513
C  2.25306  4.64654  -0.25823
H  4.02777  2.57974  -2.28861
H  2.26495  5.65662  0.12765
C  -2.23834  -2.59185  0.74536
C  -1.39350  -3.50116  -0.14694
C  -1.96744  -3.42963  -1.56991
C  -1.59604  -4.95062  0.31741
Si  0.39666  -2.85768  0.00443
C  1.47954  -3.33991  -1.48791
C  1.35758  -4.85571  -1.74994
C  2.95478  -3.00152  -1.20607
C  1.09499  -2.65558  -2.80555
C  1.16380  -3.46949  1.68628
C  1.47798  -4.97605  1.56360
C  0.19346  -3.26396  2.86655
C  2.48128  -2.81832  2.13559
H  -3.31274  -2.73438  0.57160
H  -2.08842  -1.52472  0.52267
H  -2.04165  -2.72984  1.80551
H  -3.03843  -3.65902  -1.51514
H  -1.51994  -4.17064  -2.22880
H  -1.86682  -2.46384  -2.04738
H  -2.65712  -5.19561  0.18044
H  -1.36324  -5.11379  1.36540
H  -1.02382  -5.66680  -0.27172
H  1.64794  -5.47472  -0.90877
H  2.02778  -5.10243  -2.58066
H  0.35360  -5.15140  -2.05318
H  3.40236  -3.69710  -0.49710
H  3.10460  -1.99007  -0.82188
H  3.52380  -3.08554  -2.13745
H  0.10800  -2.94713  -3.15738
H  1.81504  -2.95932  -3.57302
H  1.12308  -1.57584  -2.75368
H  0.67321  -5.58927  1.17241
H  1.70493  -5.33722  2.57284
H  2.36504  -5.15414  0.95778
H  -0.69172  -3.89438  2.81289
H  -0.13339  -2.22811  2.97459
H  0.71110  -3.53224  3.79311
H  3.28400  -2.90473  1.40900
H  2.81106  -3.33958  3.04090
H  2.37552  -1.78208  2.40472

Atomic partial charges in e from the Mulliken method, atoms 1 to 2: W -1.325; O 0.587

=====

no.,DFT total energy (eV),HOMO-LUMO gap (eV)
1,-12186.9164,9.34
2,-105273.1577,6.51
3,-7852.9350,9.34
4,-92336.4439,6.07